Run a
2 unconnected molecules or ions with the total composition C4H11NS. Source: OMol25; level of theory: ωB97M-V/def2-TZVPD.

```
! RIJCOSX wB97M-V def2-TZVPD def2/J DEFGRID3
* xyz 0 1
N -0.413 -0.139 1.836
H -1.759 1.443 -1.675
H 4.025 -2.429 -2.128
H -0.117 1.193 -0.821
C -1.277 -0.601 -0.835
C -2.647 -1.280 -0.953
H -3.155 -1.108 -1.897
H 2.452 -2.204 -1.589
C -1.183 0.970 -0.837
C 3.260 -1.588 -1.966
H -2.397 -2.395 -0.842
H -0.534 -1.052 -1.454
H 2.825 -1.055 -2.791
H -3.329 -0.953 -0.305
S -0.893 -1.235 1.004
H 3.807 -0.925 -1.277
H -1.690 1.510 0.074
*
```

Results
HOMO energy: -8.4 eV
LUMO level: -0.01156 hartree

=====

Run b
C4H11NS in the gas phase. Source: OMol25; level of theory: ωB97M-V/def2-TZVPD.

```
! RIJCOSX wB97M-V def2-TZVPD def2/J DEFGRID3
* xyz 0 1
N -2.423 0.564 0.385
H 4.002 0.890 0.203
H 3.174 -0.353 1.150
H 0.581 -0.507 0.840
C -0.642 -0.584 -0.875
H 2.527 1.328 1.079
H -3.253 0.551 0.948
C 0.449 0.087 -0.059
H -2.200 1.364 -0.176
H -0.332 -1.610 -1.096
C 3.036 0.536 0.541
H 0.180 1.096 0.222
C -1.988 -0.692 -0.159
S 2.045 0.105 -0.905
H -0.693 -0.160 -1.882
H -1.794 -1.418 0.641
H -2.670 -1.196 -0.855
*
```

Results
HOMO energy: -8.4 eV
LUMO level: 0.04094 hartree
SMILES string: CSCCCN

=====

Stability comparison, relative energies in hartree: run a 0.1114; run b 0.0000

=====

Run a
C4H11NS in the gas phase. Source: OMol25; level of theory: ωB97M-V/def2-TZVPD.

```
! RIJCOSX wB97M-V def2-TZVPD def2/J DEFGRID3
* xyz 0 1
C 0.193 0.606 0.795
H 1.207 -2.154 1.116
N 0.672 -1.690 1.814
H 1.253 1.405 -0.908
C -0.288 -0.719 1.361
H -0.989 -0.536 2.185
H -0.040 -0.032 -2.673
H 1.019 1.003 1.400
H -0.576 1.369 0.895
S -1.226 1.857 -1.949
H 1.327 -1.267 2.438
C 0.717 0.490 -0.645
C -0.356 0.252 -1.664
H -0.962 -1.203 0.643
H -1.085 -0.543 -1.486
H -2.298 1.496 -2.626
H 1.433 -0.335 -0.697
*
```

Results
HOMO energy: -8.9 eV
LUMO level: 0.03402 hartree
SMILES string: NCCCCS

=====

Run b
A molecular structure, C4H11NS. Source: OMol25; level of theory: ωB97M-V/def2-TZVPD.

```
! RIJCOSX wB97M-V def2-TZVPD def2/J DEFGRID3
* xyz 0 1
H 0.938 2.502 0.404
H -0.284 -2.649 -0.065
S -0.461 1.797 -1.494
H 0.248 -1.641 -1.367
H -0.472 3.581 0.282
H 1.531 -1.448 1.359
C 0.132 -1.639 -0.307
H -0.853 0.473 -0.508
C 1.460 -1.288 0.315
H 1.006 3.677 -0.808
C 0.346 2.988 -0.304
C -1.965 -1.054 0.682
H 2.238 -1.926 -0.232
H -1.878 -2.040 1.106
N -0.927 -0.671 0.003
H 1.748 -0.250 0.053
H -2.808 -0.410 0.881
*
```

Results
HOMO energy: -7.1 eV
LUMO level: -0.00567 hartree

=====

Stability comparison, relative energies in hartree: run a 0.0000; run b 0.0666

=====

Run a
2 unconnected molecules or ions with the total composition C4H11NS. Source: OMol25; level of theory: ωB97M-V/def2-TZVPD.

```
! RIJCOSX wB97M-V def2-TZVPD def2/J DEFGRID3
* xyz 0 1
H 3.301 -0.145 2.910
N 2.127 0.310 -0.216
H -2.728 1.529 -1.290
H 3.128 -1.167 0.811
H -4.213 1.203 -0.431
C 2.767 0.404 2.148
S -2.509 -0.330 0.296
H 2.561 0.032 -1.078
H -3.688 0.091 -1.711
H -1.233 -2.140 -0.451
H 1.868 1.278 -0.134
H -0.278 -0.745 -0.636
H 2.377 1.397 2.358
C -3.369 0.735 -0.902
C 2.730 -0.175 0.950
C -1.295 -1.091 -0.785
H -1.547 -1.188 -1.841
*
```

Results
HOMO energy: -8.2 eV
LUMO level: 0.03629 hartree
SMILES string: C=CN.CSC

=====

Run b
C4H11NS in the gas phase. Source: OMol25; level of theory: ωB97M-V/def2-TZVPD.

```
! RIJCOSX wB97M-V def2-TZVPD def2/J DEFGRID3
* xyz 0 1
H 2.621 2.629 1.241
H -1.036 -0.011 0.798
H 0.179 -1.228 0.509
H 0.139 -0.190 -2.012
C -0.167 -0.250 0.168
S -1.636 -1.801 -1.586
H 1.548 0.832 -0.241
H 1.008 3.123 1.846
C 1.837 2.423 1.971
N 0.809 0.783 0.450
H 2.082 0.283 2.101
H -1.425 0.465 -1.470
H -0.795 -2.857 -1.838
C -0.665 -0.283 -1.275
H 0.383 0.893 2.404
H 2.213 2.485 2.995
C 1.293 0.987 1.800
*
```

Results
HOMO energy: -8.6 eV
LUMO level: 0.03587 hartree
SMILES string: CCNCCS

=====

Stability comparison, relative energies in hartree: run a 0.0154; run b 0.0000

=====

Run a
C4H11NS in the gas phase. Source: OMol25; level of theory: ωB97M-V/def2-TZVPD.

```
! RIJCOSX wB97M-V def2-TZVPD def2/J DEFGRID3
* xyz 0 1
N 0.279 -0.169 -0.361
H 3.146 -1.277 0.351
H -0.920 1.446 0.378
H -3.656 -0.454 1.021
H 1.218 -0.615 1.428
H -2.106 0.613 -1.628
H 0.511 0.305 -1.230
H 3.470 0.390 -0.008
H 2.594 -0.612 -1.159
H -1.106 -0.103 1.171
C -0.960 0.360 0.188
C -2.142 0.030 -0.714
S -3.738 0.474 0.078
C 1.399 0.005 0.552
H 1.466 1.038 0.927
H -2.170 -1.041 -0.890
C 2.717 -0.389 -0.103
*
```

Results
HOMO energy: -9.1 eV
LUMO level: 0.03839 hartree
SMILES string: CCNCCS

=====

Run b
C4H11NS in the gas phase. Source: OMol25; level of theory: ωB97M-V/def2-TZVPD.

```
! RIJCOSX wB97M-V def2-TZVPD def2/J DEFGRID3
* xyz 0 1
H -0.798 -0.124 -1.578
H -0.988 -1.226 1.757
H 0.730 1.398 1.339
C -1.416 1.431 -0.149
H -0.928 2.058 0.593
H -1.922 1.906 -0.846
C -0.310 0.587 -0.864
N 0.527 1.440 -1.706
H 1.278 0.796 -2.047
H -2.124 0.821 0.404
S -0.349 -1.872 0.702
H 2.294 0.748 0.502
H 1.224 -1.113 -0.452
C 1.319 0.457 0.997
C 0.531 -0.392 0.090
H 0.891 2.266 -1.296
H 1.480 -0.154 1.900
*
```

Results
HOMO energy: -8.8 eV
LUMO level: 0.03302 hartree
SMILES string: C[C@@H](N)[C@@H](C)S

=====

Run c
C4H11NS in the gas phase. Source: OMol25; level of theory: ωB97M-V/def2-TZVPD.

```
! RIJCOSX wB97M-V def2-TZVPD def2/J DEFGRID3
* xyz 0 1
H -0.788 -0.034 1.885
H -1.138 1.121 -2.099
H 1.627 -3.342 0.046
H 0.972 -0.860 1.763
S 0.590 -2.700 0.523
H -0.374 2.400 -0.940
H 0.732 -0.658 -1.348
C -1.034 1.525 -1.089
H 2.386 -0.967 0.695
C 1.285 -1.031 0.699
H 1.415 0.749 -0.525
H -1.326 -0.562 -0.683
H -1.133 1.551 1.403
H -1.983 2.064 -0.938
C -0.781 0.270 -0.178
N -1.175 0.570 1.183
C 0.723 -0.095 -0.397
*
```

Results
HOMO energy: -8.9 eV
LUMO level: 0.03406 hartree
SMILES string: C[C@H](N)CCS

=====

Run d
C4H11NS in the gas phase. Source: OMol25; level of theory: ωB97M-V/def2-TZVPD.

```
! RIJCOSX wB97M-V def2-TZVPD def2/J DEFGRID3
* xyz 0 1
H 2.114 -1.311 -0.170
H -1.267 1.045 1.360
H 1.771 0.435 -0.208
C 1.493 -0.518 0.228
H -0.253 0.747 -1.483
H 0.660 2.403 1.843
H -0.498 -1.139 0.829
C 0.021 -0.832 -0.086
S 0.307 2.671 0.580
C -0.784 0.339 -0.629
H -1.878 2.055 0.045
H -0.971 -2.271 -1.208
N -0.027 -1.919 -1.077
H 1.626 -0.411 1.303
H 0.482 -2.718 -0.712
H -1.749 -0.022 -0.993
C -1.048 1.447 0.380
*
```

Results
HOMO energy: -9.0 eV
LUMO level: 0.03413 hartree
SMILES string: C[C@H](N)CCS

=====

Stability comparison, relative energies in hartree: run a 0.0065; run b 0.0322; run c 0.0203; run d 0.0000

=====

Run a
C4H4O2 in the gas phase. Source: OMol25; level of theory: ωB97M-V/def2-TZVPD.

```
! RIJCOSX wB97M-V def2-TZVPD def2/J DEFGRID3
* xyz 0 1
H -2.224 -1.063 0.451
C -1.117 -0.838 0.624
H 1.124 -1.551 1.219
C 0.357 0.963 -0.638
H 0.835 0.232 -2.248
C 0.179 -1.023 0.863
C -0.157 0.285 0.586
O 0.232 -0.049 -1.525
O 0.966 2.011 -0.794
H -0.194 1.033 1.462
*
```

Results
HOMO energy: -9.4 eV
LUMO level: 0.03054 hartree
SMILES string: O=C(O)C1C=C1

=====

Run b
C4H4O2 in the gas phase. Source: OMol25; level of theory: ωB97M-V/def2-TZVPD.

```
! RIJCOSX wB97M-V def2-TZVPD def2/J DEFGRID3
* xyz 0 1
H -0.386 1.214 0.556
H -2.738 -1.236 -0.211
O -2.544 0.739 0.264
O -0.813 -0.744 0.124
H 1.633 1.245 -0.263
H 3.166 -0.497 -0.747
C -2.134 -0.366 0.066
C 2.352 -0.827 -0.067
C 1.394 0.207 -0.015
C 0.071 0.265 0.291
*
```

Results
HOMO energy (alpha / beta): -8.3 / -8.8 eV
LUMO level (alpha / beta): -0.03823 / -0.04012 hartree

=====

Stability comparison, relative energies in hartree: run a 0.0000; run b 0.0617

=====

Run a
A molecular structure, C4H4O2. Source: OMol25; level of theory: ωB97M-V/def2-TZVPD.

```
! RIJCOSX wB97M-V def2-TZVPD def2/J DEFGRID3
* xyz 0 1
C 0.074 0.025 0.198
H 1.933 0.133 -0.468
H 1.767 -0.907 0.916
O -2.378 -1.266 0.178
C 1.369 -0.638 0.053
H 1.206 -1.363 -0.724
O -1.821 1.017 -0.004
H -0.101 2.180 -0.211
C -1.612 -0.394 0.155
C -0.437 1.213 -0.092
*
```

Results
HOMO energy: -9.5 eV
LUMO level: 0.02891 hartree

=====

Run b
C4H4O2 in the gas phase. Source: OMol25; level of theory: ωB97M-V/def2-TZVPD.

```
! RIJCOSX wB97M-V def2-TZVPD def2/J DEFGRID3
* xyz 0 1
C 0.316 0.262 -1.455
H 1.555 1.138 0.174
H -0.985 1.826 -0.552
C -0.441 -1.259 1.324
O 0.576 -0.475 1.030
O -1.488 -1.199 0.739
H -0.329 -1.634 2.331
C -0.501 1.220 -1.109
H 0.559 -0.379 -2.356
C 0.739 0.500 -0.125
*
```

Results
HOMO energy: -9.4 eV
LUMO level: 0.03690 hartree
SMILES string: O=COC1C=C1

=====

Stability comparison, relative energies in hartree: run a 0.0000; run b 0.0761